{"formula": "C5H13NO", "method": "the ωB97M-V functional and the def2-TZVPD basis", "e_homo_ev": -8.468, "e_above_lowest_ev": 5.524, "e_lumo_ev": 0.26, "homo_lumo_gap_ev": 8.7322, "species": ["O", "N", "C", "C", "C", "C", "C", "H", "H", "H", "H", "H", "H", "H", "H", "H", "H", "H", "H", "H"], "positions_angstrom": [[1.001368, -0.496437, -0.644327], [-2.057474, 0.239822, 0.704782], [3.685900, 0.154231, 1.109210], [-2.331509, 0.661200, -0.667913], [-2.074324, -0.470430, -1.665313], [0.326239, -0.006888, 0.420410], [-0.827279, -0.496400, 0.941811], [-1.620136, 1.428850, -0.996589], [2.890925, -0.586121, 1.115601], [4.136997, 0.232154, 0.119719], [3.216154, 1.112288, 1.331550], [-2.805689, -1.277660, -1.633661], [-3.350951, 1.014696, -0.697110], [-2.214285, 0.009015, -2.635567], [-2.210179, 0.974013, 1.383167], [1.178253, -1.058649, 0.286812], [-1.044646, -0.790221, -1.671947], [-1.038450, -1.550295, 0.750640], [4.483417, -0.102501, 1.799316], [0.655675, 1.009338, 0.649417]], "atomic_forces_ev_per_a": [[1.9639, -3.2750, 2.8788], [-0.2083, 0.5433, 2.3613], [0.0192, 0.2888, -0.3783], [1.6977, -0.7558, 0.0824], [-0.9763, 0.8638, -0.6990], [-3.1544, 4.3353, 0.4275], [-0.4402, -0.8957, -2.3475], [-0.2875, 0.5049, 0.1197], [0.3412, -0.2166, 0.0440], [-0.2252, -0.1554, -0.0520], [0.2503, 0.0239, 0.2330], [0.2646, -0.1928, 0.3340], [-0.2444, 0.1854, -0.1137], [-0.0726, -0.1221, -0.2540], [-0.2864, 0.0381, -0.0861], [1.5385, -0.9488, -3.1464], [0.0994, -0.4042, 0.2718], [0.3933, -0.1189, 0.0953], [-0.1870, 0.0648, 0.2854], [-0.4858, 0.2369, -0.0562]]}

---

{"formula": "C3H8NO2", "method": "the ωB97M-V functional and the def2-TZVPD basis", "e_homo_ev": -2.825, "e_above_lowest_ev": 4.368, "e_lumo_ev": 4.02, "homo_lumo_gap_ev": 6.8430, "total_charge": -1, "species": ["O", "O", "N", "C", "C", "C", "H", "H", "H", "H", "H", "H", "H", "H"], "positions_angstrom": [[-0.622295, -2.492701, -1.154803], [0.897133, 0.435550, 1.862936], [-0.632458, 0.160297, -0.520933], [-0.114651, -1.384414, -1.402306], [-0.000789, 1.444047, -0.214910], [0.187846, 1.574298, 1.347138], [1.062153, -1.256814, -1.151832], [1.304004, 0.173379, 1.023678], [0.770510, 2.507018, 1.488151], [-0.493617, -0.447711, 0.336958], [0.890633, 1.492175, -0.841639], [-0.532068, 2.299761, -0.647225], [-0.789833, 1.760883, 1.803484], [-0.417716, -0.997158, -2.409636]], "atomic_forces_ev_per_a": [[-0.6537, -0.1702, 1.5797], [-0.4119, 1.0114, -0.6731], [-1.1348, -2.0338, 2.2970], [2.3703, 1.5165, -2.2287], [-0.3095, -1.6946, -0.0432], [0.5762, 1.3174, -1.7085], [-1.5346, -0.0479, -0.5310], [0.2967, -0.7785, 0.4602], [0.0277, -0.3024, 0.3346], [-0.8562, 1.3114, -0.8506], [1.3969, 0.2079, 0.5243], [-0.6387, 0.0717, 0.4941], [0.1339, -0.6675, 0.1245], [0.7378, 0.2585, 0.2206]]}

---

{"formula": "C5H4N", "method": "the ωB97M-V functional and the def2-TZVPD basis", "e_homo_ev": -15.385, "e_above_lowest_ev": 5.817, "smiles": "C#CC[N+]1=C=C1", "e_lumo_ev": -7.71, "homo_lumo_gap_ev": 7.6713, "total_charge": 1, "species": ["N", "C", "C", "C", "C", "C", "H", "H", "H", "H"], "positions_angstrom": [[1.350961, 0.288787, -0.171319], [-0.369979, -2.247838, 0.609991], [1.541422, 1.464266, 0.444186], [0.691758, -1.884139, 0.134326], [0.212718, 1.186238, 0.160492], [2.016988, -1.173492, -0.192977], [-0.730235, 1.006789, -0.305844], [2.752901, -1.221593, -1.028097], [-1.362595, -2.073979, 0.813204], [2.366213, -0.807103, 0.784381]], "atomic_forces_ev_per_a": [[-4.9517, 3.5998, 0.4668], [3.2802, 1.6169, -1.7269], [2.8215, 1.5012, 1.3593], [1.1516, -0.8974, -0.2759], [3.4209, -4.8806, -3.6231], [-3.3629, 1.7354, 1.9406], [-1.0749, 0.2123, 0.5879], [-0.9103, -0.4954, 0.5762], [-1.8887, -0.7097, 0.7368], [1.5144, -1.6825, -0.0417]]}

---

{"formula": "C20H23ClN4OS", "method": "the ωB97M-V functional and the def2-TZVPD basis", "e_homo_ev": -7.588, "e_above_lowest_ev": 0.000, "smiles": "CCCCNc1nc2sc3c(c2c(=O)n1-c1cccc(Cl)c1)CCN(C)C3", "e_lumo_ev": 0.65, "homo_lumo_gap_ev": 8.2332, "species": ["Cl", "S", "O", "N", "N", "N", "N", "C", "C", "C", "C", "C", "C", "C", "C", "C", "C", "C", "C", "C", "C", "C", "C", "C", "C", "C", "C", "H", "H", "H", "H", "H", "H", "H", "H", "H", "H", "H", "H", "H", "H", "H", "H", "H", "H", "H", "H", "H", "H", "H"], "positions_angstrom": [[-4.925492, 2.996186, 1.372583], [2.807221, -1.600173, -0.312581], [-0.252934, 2.315917, -0.402637], [-2.130002, -1.863034, -0.973342], [5.177115, 1.690477, -0.096331], [0.132125, -1.734154, -0.663243], [-1.154932, 0.240904, -0.702778], [-1.939862, -3.365903, 1.711932], [-2.360562, -2.010731, 2.271880], [3.448123, 0.014828, -0.112075], [1.209446, -0.956306, -0.480662], [-4.885537, 2.104213, -1.170302], [-3.083513, 0.803321, -2.086587], [6.549661, 1.998977, 0.233471], [-4.217942, 2.154550, 0.043762], [1.192116, 0.428255, -0.381366], [-2.991245, 1.533414, 0.211283], [4.894840, 0.281719, 0.115070], [-0.058886, 1.120541, -0.481813], [4.228593, 2.532999, 0.613729], [-2.734886, -3.793105, 0.472767], [-2.429130, 0.854255, -0.860817], [-1.015791, -1.128299, -0.771498], [2.847484, 2.414173, -0.028727], [2.492723, 0.972757, -0.168284], [-4.309847, 1.426864, -2.231427], [-2.134250, -3.301525, -0.846739], [2.861999, 2.872629, -1.020639], [5.502634, -0.302383, -0.583818], [-2.624013, 0.287137, -2.915917], [-4.818543, 1.393116, -3.182474], [-2.469822, 1.590012, 1.153368], [-5.838135, 2.596666, -1.282368], [-3.426573, -2.000505, 2.492442], [-3.766161, -3.441204, 0.559324], [-2.082866, -4.114613, 2.493874], [5.169271, -0.041523, 1.141442], [2.091590, 2.932074, 0.562698], [4.574799, 3.566467, 0.550085], [6.749507, 3.041443, -0.008960], [6.782440, 1.833384, 1.298203], [4.166257, 2.257157, 1.682120], [-0.877660, -3.343295, 1.463715], [-2.710075, -3.712972, -1.682458], [-2.762548, -4.882894, 0.422093], [-2.146187, -1.205193, 1.575589], [-3.020309, -1.395386, -0.890076], [7.208141, 1.370998, -0.365571], [-1.821462, -1.806583, 3.194204], [-1.096912, -3.625666, -0.932126]], "atomic_forces_ev_per_a": [[-0.0934, 0.1242, 0.1803], [-0.1478, 0.4320, 0.0020], [-0.0122, 0.1423, -0.0087], [-0.4062, 0.3069, -0.0041], [-0.0209, -0.0398, -0.0114], [-0.2109, -0.4797, -0.0333], [0.0066, -0.0780, 0.0022], [-0.2097, 0.0532, -0.0205], [0.1701, -0.1672, 0.0324], [-0.3667, -0.0946, -0.0147], [-0.0081, 0.7105, 0.0954], [0.0281, 0.0265, 0.0561], [0.2032, 0.0439, 0.1492], [-0.0417, -0.0172, -0.0089], [0.1384, -0.1982, -0.2039], [0.1205, -0.5711, -0.0546], [-0.0738, -0.0758, -0.0956], [0.1890, -0.0946, 0.0265], [0.2600, -0.1331, -0.0097], [-0.2170, 0.0885, -0.1809], [0.3482, 0.0650, -0.0872], [-0.5201, 0.2636, -0.1040], [0.3666, -0.1308, -0.0256], [0.1538, 0.1286, 0.1724], [0.3726, -0.1306, 0.0261], [-0.0431, -0.0060, 0.0208], [-0.1727, -0.4303, 0.0588], [-0.0251, 0.0965, 0.0389], [0.0244, 0.0185, 0.0751], [0.0558, -0.0448, -0.0667], [-0.0530, -0.0014, -0.0792], [0.0423, 0.0105, 0.0759], [-0.0891, 0.0512, 0.0177], [-0.1100, 0.0465, 0.0260], [-0.1073, -0.0654, -0.0017], [0.0719, -0.0190, -0.0056], [0.0525, 0.0590, -0.1009], [0.0341, 0.0335, -0.0321], [0.0144, -0.0388, 0.0542], [0.0710, 0.0271, 0.0133], [0.0128, -0.0043, 0.0167], [0.0349, 0.0339, -0.0053], [0.0683, -0.0824, 0.0491], [0.1295, -0.0138, 0.0293], [-0.0916, -0.0398, -0.0490], [-0.0225, 0.1503, -0.0234], [0.1310, 0.0032, -0.0314], [0.0942, 0.0023, 0.0113], [0.0101, 0.1090, 0.0966], [-0.1615, -0.0699, -0.0676]]}

---

{"formula": "C25H31BeClF5MgN3O17PS", "method": "the ωB97M-V functional and the def2-TZVPD basis", "e_homo_ev": -9.853, "e_lumo_ev": -8.18, "homo_lumo_gap_ev": 1.6773, "total_charge": 1, "species": ["Cl", "S", "P", "Mg", "F", "F", "F", "F", "F", "O", "O", "O", "O", "O", "O", "O", "O", "O", "O", "O", "O", "O", "O", "O", "O", "O", "N", "N", "N", "C", "C", "C", "C", "C", "C", "C", "C", "C", "C", "C", "C", "C", "C", "C", "C", "C", "C", "C", "C", "C", "C", "C", "C", "C", "Be", "H", "H", "H", "H", "H", "H", "H", "H", "H", "H", "H", "H", "H", "H", "H", "H", "H", "H", "H", "H", "H", "H", "H", "H", "H", "H", "H", "H", "H", "H", "H"], "positions_angstrom": [[-6.418866, 0.782260, 1.125423], [-2.621552, -1.959095, -1.748051], [1.139013, 1.106221, 0.247450], [8.267083, -5.290964, 0.947102], [-3.368000, -2.147599, 1.527580], [-4.399191, -3.497282, -0.535577], [-5.345183, -1.425754, 1.101918], [-3.652641, -0.253388, 0.491276], [-5.131522, -1.663661, -1.438911], [2.647516, 1.002924, 0.892324], [-2.552131, -2.865787, -2.839795], [0.383926, 2.073840, 1.088803], [-5.236910, -6.442743, -1.018030], [2.570409, -0.096323, -4.012638], [-1.059200, 7.019026, 0.622319], [1.238772, 1.671369, -1.175842], [-1.929567, -4.908304, -1.008605], [2.404344, -0.681537, -1.889204], [3.988123, 7.314752, 2.297338], [5.345579, -6.217932, 2.391589], [0.181746, 8.344459, -0.680943], [2.225135, -4.077829, 1.834775], [-0.186197, 0.219861, -3.433108], [4.277975, 0.310236, -2.621385], [-2.621403, -0.597072, -2.169063], [0.575972, 6.165954, -0.622393], [5.385101, -4.308394, 3.644792], [-9.817703, 3.099291, -2.918106], [3.799547, 8.291406, 0.287838], [0.198336, -5.214571, 1.748699], [-8.004110, 1.156661, -2.109233], [-1.241571, -4.505590, -0.109595], [0.486090, -0.569858, 0.202747], [-8.382944, 2.168380, -1.246335], [3.546940, 5.869476, 0.444989], [0.456782, -2.900357, 0.759632], [-9.443660, 2.122450, -3.737931], [-4.099175, -1.483824, 0.635365], [6.060799, -5.537048, 3.041069], [1.015320, -1.649931, 0.871437], [-0.048666, 7.212233, -0.279999], [7.495629, -5.796702, 3.370930], [-0.678622, -3.114367, -0.022423], [3.163054, -0.139969, -2.797477], [3.799182, 7.212851, 1.092757], [-8.544346, 1.127679, -3.384930], [3.583143, 8.343631, -1.151069], [-9.292834, 3.114366, -1.696443], [-4.156273, -2.212668, -0.736419], [-0.870766, -5.425337, 0.991236], [6.049807, -2.990620, 3.371236], [1.061999, -4.056582, 1.474218], [-1.196427, -2.009972, -0.667791], [-0.623973, -0.776117, -0.559046], [2.268114, 3.080021, 1.921859], [0.439164, -5.911813, 2.531192], [-1.066105, -0.144016, -3.211428], [-0.992194, 6.054459, 0.732125], [4.460914, 8.780252, -1.629596], [3.406808, 7.355804, -1.561107], [2.566333, 5.840601, -0.024387], [1.881559, -1.534762, 1.504568], [-5.723087, -6.676857, -1.814471], [-9.620786, 3.923109, -1.053323], [-8.276119, 0.353951, -4.090933], [2.718963, 8.972360, -1.361460], [1.742338, -0.519887, -3.706664], [-1.502003, -6.284703, 1.146407], [-7.297136, 0.401042, -1.790335], [7.594693, -5.961247, 4.455739], [7.040881, -2.993327, 3.813179], [5.334243, -4.462030, 4.656558], [6.100734, -2.846954, 2.295607], [2.486733, 0.665435, 1.789141], [4.428226, -4.354172, 3.264909], [4.317853, 5.638826, -0.290943], [3.557563, 5.119668, 1.225073], [7.821494, -6.691494, 2.848509], [1.644953, 1.019679, -1.812638], [-4.377558, -6.153614, -1.343553], [5.445479, -2.212742, 3.828744], [-9.890377, 2.143404, -4.726105], [3.969494, 9.156378, 0.776547], [-1.051654, 0.059098, -1.087943], [-7.980738, 2.224988, -0.238378], [8.127304, -4.953593, 3.058589]], "atomic_forces_ev_per_a": [[-0.4073, 0.7635, -0.0598], [0.8274, 0.0156, -2.0763], [-0.3783, -0.6079, -1.3928], [0.5503, 0.3226, -2.0481], [0.4905, -0.0976, -0.0620], [0.0917, -0.3643, -0.0530], [0.2630, -0.7837, 0.1007], [0.5562, 0.1832, 0.0646], [-0.2163, 0.0794, -0.4234], [-0.2016, 0.8023, 0.7148], [-0.2429, -1.1522, 0.5523], [1.3100, 1.2230, 1.8370], [0.1268, 0.0381, -0.0371], [0.0091, -0.4776, 1.1998], [0.8832, -0.3814, -0.6252], [0.6010, -0.2309, -0.0569], [-0.2523, 0.3659, -0.1260], [-0.1747, 0.6866, 0.2933], [-0.0484, -0.2103, -0.0040], [0.0240, 0.1055, 0.0956], [0.3916, -0.1350, -0.2408], [0.2276, 0.5356, 0.2478], [0.3481, -0.2940, 0.5307], [0.1245, 0.0050, 0.4894], [-1.0078, 1.2329, 0.3502], [0.3998, 0.0093, -0.0941], [0.1820, 0.0297, 0.2365], [0.1802, -0.2095, 0.0687], [0.0286, -0.3601, -0.1152], [-0.5502, 0.0726, -0.2904], [0.0410, -0.0475, -0.0006], [0.0636, -0.4543, 0.1750], [0.7260, 0.2412, 0.6740], [0.0047, -0.0615, -0.1315], [-0.1088, -0.0856, -0.6235], [-0.1824, -0.6714, -0.0507], [-0.1267, 0.0929, -0.1252], [-1.0088, -0.0376, -0.0026], [-0.1421, -0.8811, -0.5148], [0.7472, 0.3495, 0.4485], [-1.0212, 0.1396, 0.8379], [-0.2424, 0.3278, 1.3513], [0.1750, -0.0364, 0.0662], [0.4008, -0.1167, -0.9246], [-0.0213, 0.3223, 0.4800], [0.0122, 0.0024, 0.0414], [0.0663, 0.4105, 0.1526], [-0.1336, 0.2535, 0.0896], [0.2357, 0.2791, 0.6682], [-0.0224, 0.1464, 0.3109], [-0.2002, 0.0405, -0.0289], [0.4575, -0.4256, 0.4562], [-0.9931, -0.7855, -0.2185], [-0.2086, 1.1884, -0.4008], [-1.6879, -0.4907, -1.6197], [0.4435, -0.0315, 0.1442], [0.0353, 0.1524, -0.2844], [-0.5775, 0.1009, 0.3523], [-0.0152, -0.0868, -0.0848], [-0.0459, -0.0209, 0.0394], [-0.0321, 0.1677, -0.2740], [0.2261, -0.1589, 0.0073], [-0.0633, -0.0223, 0.0263], [0.0396, -0.0217, 0.0466], [-0.0155, 0.0130, -0.0244], [-0.0516, -0.1313, -0.0937], [-0.5868, 0.2350, -1.3815], [-0.1458, -0.1602, -0.2018], [0.0022, 0.0117, 0.0309], [0.0113, 0.0605, -0.0139], [0.0187, -0.0181, -0.0244], [-0.1182, 0.0826, -0.0318], [0.0569, -0.0278, -0.0145], [0.4430, -0.4700, 0.0422], [0.0064, 0.1497, -0.0312], [-0.0701, -0.1078, -0.0210], [0.2931, -0.3073, 0.6325], [-0.1433, -0.1051, 0.1012], [-0.3552, -0.0525, 0.1395], [0.0198, 0.0107, 0.0035], [0.0023, 0.0040, -0.0011], [0.0307, -0.0508, -0.0180], [-0.0397, 0.0340, -0.0027], [-0.1489, 0.0431, -0.0233], [-0.0085, 0.0123, 0.0559], [-0.1777, -0.1708, 0.7177]]}